Record 1
A molecular structure, C3H9N3O, computed with ωB97M-V/def2-TZVPD.

Atoms and positions in Å:
C (1.44, 0.16, 1.31)
C (-0.38, 1.71, 0.88)
N (0.52, 0.71, 0.31)
N (-0.23, -0.34, -0.27)
C (-0.11, -0.59, -1.57)
N (-1.15, -1.78, -1.55)
O (0.47, -0.21, -2.55)
H (-1.11, -1.38, -0.35)
H (-0.73, -2.67, -1.81)
H (-1.96, -1.60, -2.12)
H (0.91, -0.35, 2.13)
H (2.11, -0.55, 0.83)
H (-1.02, 1.30, 1.67)
H (0.22, 2.52, 1.29)
H (2.04, 0.97, 1.72)
H (-1.01, 2.11, 0.08)

**Total charge**: 0
**HOMO level**: -0.3071 Eh
**Energy relative to the best compared isomer or geometry (same formula, charge and spin)**: 73.6 kcal per mole
**Frontier orbital gap**: 9.063 eV

Here are the natural (NBO) charges for atoms 1 to 8, given in e: -0.41, -0.41, -0.28, -0.58, 0.76, -0.89, -0.60, 0.46

Record 2
A molecular structure, ClH4PSi, computed with ωB97M-V/def2-TZVPD.

Atoms and positions in Å:
Si (2.10, 0.97, -0.11)
P (-0.31, -0.46, 0.18)
Cl (3.88, -0.36, 0.20)
H (-1.25, -1.40, 0.32)
H (2.49, 1.05, -1.63)
H (0.16, -1.24, -0.98)
H (0.47, -1.06, 1.09)

**Total charge**: 0
**HOMO level**: -0.3237 Eh
**Energy relative to the best compared isomer or geometry (same formula, charge and spin)**: 57.5 kcal per mole
**Frontier orbital gap**: 7.648 eV

Atomic charges from the natural (NBO) analysis, expressed in e, are listed below: 0.76, -0.01, -0.51, 0.00, -0.28, 0.03, 0.00

Record 3
A single C4H7N molecule, computed with ωB97M-V/def2-TZVPD.

Atoms and positions in Å:
C (1.28, 1.03, -0.93)
C (0.47, 0.15, -0.20)
C (-0.82, 0.46, 0.03)
N (-1.74, -0.56, 0.46)
C (-1.32, -1.57, 1.16)
H (0.59, 1.51, -1.74)
H (2.01, 0.59, -1.42)
H (1.88, 1.74, -0.19)
H (1.04, -0.58, 0.26)
H (-1.33, 1.42, -0.12)
H (-0.29, -1.77, 1.18)
H (-1.77, -2.40, 1.51)

**Total charge**: 0
**HOMO level**: -0.3222 Eh
**Energy relative to the best compared isomer or geometry (same formula, charge and spin)**: 70.5 kcal per mole
**Frontier orbital gap**: 9.317 eV

Here are the natural (NBO) charges for atoms 1 to 8, given in e: -0.62, -0.20, -0.05, -0.40, -0.05, 0.22, 0.21, 0.21

Record 4
A single C3H4O3 molecule, computed with ωB97M-V/def2-TZVPD.

Atoms and positions in Å:
O (-0.66, 0.37, -2.05)
C (-0.42, -0.24, -0.86)
C (-0.24, 0.47, 0.40)
O (-1.44, -0.20, 0.15)
C (1.49, -0.89, 1.15)
O (0.55, -0.04, 1.47)
H (-0.96, 1.28, -1.90)
H (0.04, -1.21, -0.99)
H (-0.30, 1.55, 0.50)
H (1.95, -1.09, 2.14)

**Total charge**: 0
**HOMO level**: -0.3351 Eh
**Energy relative to the best compared isomer or geometry (same formula, charge and spin)**: 114.5 kcal per mole
**Frontier orbital gap**: 9.471 eV

Here are the natural (NBO) charges for atoms 1 to 8, given in e: -0.67, 0.32, 0.28, -0.48, 0.10, -0.47, 0.48, 0.20

Record 5
2 unconnected molecules or ions with the total composition C4H5N3O2, computed with ωB97M-V/def2-TZVPD.

Atoms and positions in Å:
C (0.85, -0.73, 0.09)
C (0.97, 0.59, 0.13)
C (-0.11, 1.52, 0.12)
C (-1.49, 1.35, -0.11)
H (-2.17, -1.47, -0.05)
H (0.02, -2.30, -0.51)
H (0.18, 2.77, 0.12)
H (-1.81, -0.08, 0.11)
H (-2.00, 2.37, -0.39)
N (-0.27, -1.41, -0.44)
N (1.98, -1.39, -0.04)
N (2.24, 0.87, 0.33)
O (-1.35, -1.74, 0.61)
O (2.97, -0.35, 0.03)

**Total charge**: 0
**HOMO level**: -0.3610 Eh
**Energy relative to the best compared isomer or geometry (same formula, charge and spin)**: 249.4 kcal per mole
**Frontier orbital gap**: 9.351 eV

Here are the natural (NBO) charges for atoms 1 to 8, given in e: 0.21, 0.02, -0.27, -0.35, 0.48, 0.37, 0.23, 0.21